[1]
{
  "formula": "C4H5NO",
  "method": "the ωB97M-V functional and the def2-TZVPD basis",
  "symbols": ["N", "C", "H", "C", "C", "H", "H", "H", "H", "O", "C"],
  "coordinates": [[1.140854, -2.013968, -1.167920], [-0.085825, 1.288378, -0.448523], [-0.461399, 2.002675, 0.290203], [0.427546, 0.028281, 0.272213], [0.978878, -1.004603, -0.633840], [1.205701, 0.288805, 1.009053], [-0.908416, 1.013511, -1.110412], [0.677994, 1.802620, -1.051011], [-0.375497, -1.812757, 1.371278], [-1.875349, -0.682796, 0.634299], [-0.706012, -0.871070, 0.857760]],
  "forces_ev_per_a": [[0.3, 0.6, 0.0], [-0.1, -0.1, 0.0], [0.0, -0.2, -0.1], [0.2, 0.0, -0.4], [-0.1, -0.4, 0.0], [-0.4, -0.3, -0.1], [0.0, 0.1, 0.1], [-0.1, -0.4, 0.3], [0.1, 0.7, -0.1], [0.9, 0.2, 0.3], [-0.8, -0.1, 0.0]],
  "relative_energy_kcal_mol": 22.14,
  "largest_force_ev_per_a": 1.0,
  "smiles": "C[C@H](C#N)C=O",
  "multiplicity": 1
}

[2]
{
  "formula": "C5H5NO2",
  "method": "the ωB97M-V functional and the def2-TZVPD basis",
  "symbols": ["C", "H", "H", "H", "N", "C", "C", "C", "O", "H", "O", "C", "H"],
  "coordinates": [[-0.639804, -1.071335, 0.783951], [0.162948, -2.820775, -0.259889], [-1.600239, 0.982300, 0.488765], [1.291604, 1.821211, 0.604330], [-0.063870, -0.943945, -1.364964], [-0.217624, -1.814651, -0.235964], [-0.133464, 0.395273, -1.043278], [-0.641792, 0.378636, 0.368845], [0.859446, 0.764915, 2.289779], [-0.637870, -1.255096, 1.856547], [0.049122, 1.202166, -1.926285], [0.595740, 1.013887, 1.160459], [0.183763, -1.267523, -2.247032]],
  "forces_ev_per_a": [[0.0, 0.3, 0.7], [-0.3, -0.2, -0.1], [1.4, -0.6, 0.0], [-1.5, -1.6, 0.5], [0.1, -1.2, 2.3], [0.1, 1.6, -0.5], [-1.4, -2.1, -2.5], [1.0, 1.7, 1.1], [0.0, -0.5, 0.6], [-0.2, -0.5, -0.5], [0.1, 1.3, 1.0], [0.2, 2.1, -1.0], [0.6, -0.3, -1.6]],
  "relative_energy_kcal_mol": 36.64,
  "largest_force_ev_per_a": 3.6,
  "smiles": "O=C[C@@H]1C=CNC1=O",
  "multiplicity": 1
}

[3]
{
  "formula": "C29H62BN2O5S2",
  "method": "the ωB97M-V functional and the def2-TZVPD basis",
  "symbols": ["H", "H", "B", "H", "O", "H", "H", "H", "H", "H", "H", "H", "H", "H", "H", "H", "C", "H", "H", "C", "H", "H", "C", "C", "H", "H", "H", "C", "C", "H", "H", "O", "N", "H", "H", "C", "H", "C", "H", "H", "H", "C", "H", "O", "H", "H", "H", "C", "H", "C", "H", "H", "C", "H", "H", "H", "H", "C", "H", "C", "C", "O", "C", "H", "C", "H", "H", "S", "C", "H", "H", "H", "H", "C", "C", "N", "H", "C", "H", "H", "H", "O", "C", "H", "H", "S", "H", "C", "C", "H", "C", "H", "C", "H", "H", "C", "C", "H", "C", "H", "H"],
  "coordinates": [[2.250817, 3.052095, 2.247161], [6.608863, 2.064044, -4.781659], [-4.794930, -6.171285, 2.879701], [6.184948, 0.787116, -2.695960], [1.646448, -3.362407, 3.192843], [-3.570596, 5.628219, -0.353496], [-4.407225, 3.199492, 0.727003], [-3.614377, -7.696523, 2.227871], [4.475029, 3.422826, -0.847833], [0.539226, -1.163379, 2.030571], [-0.471865, -2.516316, 1.476565], [6.573875, 0.577443, -5.730687], [-1.636398, -3.651308, 3.544308], [-6.230930, -5.914383, 1.637107], [-2.633353, -5.450919, 1.562950], [2.672093, -0.685930, -2.674535], [1.423107, 2.248291, 0.403476], [5.103895, 1.170060, -4.948101], [0.476803, -2.146870, 4.307833], [-3.083822, 6.380428, -2.312403], [-1.856660, 5.692625, -0.690441], [-5.510018, 4.699660, -0.982920], [-4.091184, -4.697503, 3.044876], [-3.791048, -2.535894, 2.244228], [-5.411507, -3.155451, 3.581331], [-4.061353, 6.201566, -2.762441], [0.787000, 2.112305, 2.469502], [-2.825652, 5.446445, -1.132919], [2.492606, 5.094042, -1.839712], [0.776227, -4.035623, 0.432486], [2.307345, 1.288237, 2.132239], [-6.104811, -6.255404, 2.526025], [-3.117795, -4.635288, 1.920051], [3.280868, 1.385669, -0.246409], [4.209836, -2.343872, -3.660317], [-2.545800, -0.358818, 0.929984], [-2.651605, 0.554973, 0.375403], [1.701482, -4.346293, 0.893722], [-3.058674, 7.421640, -1.989490], [1.732631, 4.370836, -2.140791], [0.789575, 3.113815, 0.194699], [-1.624033, -0.139785, 2.109229], [-0.304899, -4.822207, 3.435460], [2.842381, -2.410755, 1.572429], [3.331652, 5.015112, -2.533643], [-2.362686, -3.227210, 0.586320], [2.424502, 2.250777, -1.498460], [-0.165689, -1.924587, 2.335827], [-6.231702, 3.296965, -1.734998], [6.004915, -1.170062, -3.606557], [3.963216, 0.483401, -2.515576], [-5.642340, -3.681460, 1.883319], [2.699513, 2.293469, -0.440047], [2.109877, 4.996823, 0.278807], [0.842544, 1.366862, 0.103444], [4.113995, -0.878199, -4.602690], [-4.331743, 3.965464, -3.052198], [0.356770, -2.791172, 3.452906], [-2.326077, 6.250054, -3.084290], [6.183527, 1.061443, -4.833629], [-4.133826, 3.463655, -2.102224], [-1.314088, -1.243011, 2.869130], [-4.936169, -3.457192, 2.665612], [2.060148, 6.087866, -1.948467], [1.707880, 2.172958, 1.898975], [2.476062, -4.383079, 0.150327], [6.419126, -1.691496, -4.474518], [1.428142, -5.961984, 1.690070], [-0.628061, -3.884023, 3.852009], [-3.166509, -7.103216, 3.651060], [6.384495, -1.702505, -2.730054], [-2.074513, -1.090686, 0.282340], [-4.023950, 2.400191, -2.344969], [4.087342, -1.166433, -1.135185], [2.101415, -3.292531, 1.898085], [-3.986329, -7.350606, 3.107383], [7.630528, 0.218133, -3.496212], [-2.815655, 3.971232, -1.525939], [-5.134843, 1.796711, -0.076441], [-3.604552, -4.613740, 4.006248], [3.679019, 5.639094, -0.143937], [-1.157807, 0.925769, 2.396506], [-5.250643, 2.868552, 0.117655], [5.145890, -1.055959, -0.898862], [-6.155511, 3.006586, 0.710042], [-4.189305, -0.954136, 1.457985], [-2.534768, 3.374096, -0.651216], [-5.346835, 3.640542, -1.194277], [6.542628, 0.260238, -3.585099], [3.523484, -0.655456, -0.354399], [3.604174, 3.502428, -0.190221], [-2.026795, 3.803438, -2.266457], [-2.963721, -3.478965, 1.434640], [1.071173, -6.670353, 0.610074], [-0.625094, -3.978680, 4.926511], [3.749753, -0.588640, -2.507474], [2.953353, 4.865589, -0.405088], [-3.255929, -2.344401, 3.172133], [4.480949, -1.282592, -3.655599], [3.837513, -2.228418, -1.087319], [3.995032, 3.457728, 0.829698]],
  "forces_ev_per_a": [[0.1, 0.0, 0.0], [0.0, 0.0, 0.0], [0.1, -0.1, 0.9], [0.0, 0.0, 0.0], [-0.3, -0.2, -0.6], [0.0, 0.0, 0.0], [0.0, 0.0, 0.0], [-0.5, -0.9, 0.0], [0.0, 0.0, 0.0], [0.5, 0.0, -0.1], [0.1, -0.2, -0.3], [0.0, 0.0, 0.0], [-0.1, 0.1, 0.1], [-0.7, 0.3, 0.0], [0.1, -0.1, 0.1], [0.0, 0.1, 0.0], [0.2, -0.1, 0.1], [0.0, 0.0, 0.0], [0.3, 0.4, 0.2], [-0.1, 0.0, 0.2], [0.0, 0.0, 0.0], [0.0, 0.0, 0.0], [-1.4, -1.0, -1.6], [-0.2, 0.7, -0.4], [-0.6, 0.6, 0.1], [0.0, 0.0, 0.0], [0.0, 0.0, 0.1], [0.1, 0.1, -0.1], [-0.1, 0.0, 0.1], [-0.2, 0.2, -0.3], [0.1, 0.0, 0.0], [0.5, -0.3, -0.7], [0.7, -1.0, -0.1], [0.0, 0.1, 0.0], [0.0, 0.0, 0.0], [0.3, -1.0, 0.9], [-0.3, 0.4, -0.1], [-0.3, -0.6, 0.6], [0.0, 0.0, 0.0], [0.0, 0.0, 0.0], [0.0, 0.0, -0.1], [0.5, 1.8, 0.3], [0.0, -0.4, -0.3], [-0.3, -0.3, 0.1], [0.0, 0.0, 0.0], [0.3, -0.2, -0.3], [0.0, 0.0, 0.0], [-0.2, 0.5, 0.3], [0.0, 0.0, 0.0], [0.0, 0.0, 0.1], [0.0, 0.0, 0.0], [-0.3, 0.1, -0.3], [-0.1, 0.0, -0.1], [0.0, 0.0, 0.0], [0.0, 0.0, 0.0], [0.0, 0.0, 0.0], [0.0, 0.0, 0.0], [-0.2, -0.3, 0.4], [0.0, 0.0, -0.1], [0.0, 0.0, 0.1], [0.0, -0.1, -0.1], [-0.2, -0.5, -0.3], [0.9, -0.5, 1.2], [0.0, 0.0, -0.1], [0.0, 0.0, 0.0], [0.3, 0.0, -0.3], [0.0, 0.0, 0.0], [0.0, -0.1, 0.3], [0.3, 0.2, 0.2], [0.2, -0.3, 0.2], [0.0, 0.0, 0.0], [0.0, -0.1, -0.3], [0.0, 0.0, 0.0], [-0.1, 0.2, -0.1], [1.0, 0.8, 0.1], [0.5, 1.3, -0.2], [0.0, 0.0, 0.0], [0.1, 0.0, 0.1], [0.0, 0.0, 0.0], [0.5, 0.2, 0.2], [0.0, 0.0, 0.0], [-0.6, -0.7, -0.3], [0.0, 0.1, 0.0], [0.0, 0.0, 0.0], [0.0, -0.1, 0.0], [-0.4, 0.1, -0.3], [0.0, 0.0, 0.0], [0.0, -0.1, 0.0], [0.0, 0.0, -0.1], [0.0, -0.1, 0.0], [0.0, 0.0, 0.1], [0.0, 0.0, 0.0], [-0.7, 1.0, 0.7], [0.1, 0.2, -0.2], [-0.1, -0.2, 0.4], [0.0, -0.1, 0.1], [0.0, 0.0, -0.1], [0.4, 0.1, 0.0], [0.0, 0.0, -0.1], [0.0, 0.0, 0.0], [0.0, 0.0, 0.0]],
  "largest_force_ev_per_a": 2.3,
  "e_tot_ha": -2448.885888,
  "charge": 1,
  "multiplicity": 1
}

What did the second record say?
{
  "formula": "C5H5NO2",
  "method": "the ωB97M-V functional and the def2-TZVPD basis",
  "symbols": ["C", "H", "H", "H", "N", "C", "C", "C", "O", "H", "O", "C", "H"],
  "coordinates": [[-0.639804, -1.071335, 0.783951], [0.162948, -2.820775, -0.259889], [-1.600239, 0.982300, 0.488765], [1.291604, 1.821211, 0.604330], [-0.063870, -0.943945, -1.364964], [-0.217624, -1.814651, -0.235964], [-0.133464, 0.395273, -1.043278], [-0.641792, 0.378636, 0.368845], [0.859446, 0.764915, 2.289779], [-0.637870, -1.255096, 1.856547], [0.049122, 1.202166, -1.926285], [0.595740, 1.013887, 1.160459], [0.183763, -1.267523, -2.247032]],
  "forces_ev_per_a": [[0.0, 0.3, 0.7], [-0.3, -0.2, -0.1], [1.4, -0.6, 0.0], [-1.5, -1.6, 0.5], [0.1, -1.2, 2.3], [0.1, 1.6, -0.5], [-1.4, -2.1, -2.5], [1.0, 1.7, 1.1], [0.0, -0.5, 0.6], [-0.2, -0.5, -0.5], [0.1, 1.3, 1.0], [0.2, 2.1, -1.0], [0.6, -0.3, -1.6]],
  "relative_energy_kcal_mol": 36.64,
  "largest_force_ev_per_a": 3.6,
  "smiles": "O=C[C@@H]1C=CNC1=O",
  "multiplicity": 1
}

> Which formula does entry 1 have?

C4H5NO